Record 1
{
  "formula": "C14H24As2Cl2O9SW",
  "method": "the ωB97M-V functional and the def2-TZVPD basis",
  "symbols": ["W", "O", "Cl", "O", "O", "O", "C", "As", "C", "C", "C", "C", "C", "C", "C", "As", "C", "C", "H", "H", "H", "H", "H", "H", "H", "H", "H", "H", "H", "H", "H", "H", "H", "H", "O", "Cl", "O", "O", "O", "O", "S", "C", "C", "C", "C", "H", "H", "H", "H", "H", "H", "H", "H"],
  "coordinates": [[0.76155, -0.13041, -0.50434], [1.51379, -1.25575, -3.03079], [2.62849, -0.22242, -2.88210], [2.28310, 0.72086, -1.53214], [2.05509, -1.98022, -0.48046], [-0.26441, 0.22029, -1.79824], [-2.97014, -0.45428, -0.36083], [-1.62431, 0.60198, 0.51454], [-2.01697, 0.46215, 2.39576], [-1.91173, 2.40194, -0.08898], [-3.17625, 2.91272, -0.34215], [-3.29778, 4.20968, -0.82824], [-2.17019, 4.98405, -1.06094], [-0.90116, 4.47888, -0.79958], [-0.78001, 3.18644, -0.31522], [0.89240, 2.41478, 0.22191], [2.34019, 3.39596, -0.56452], [0.99116, 2.84208, 2.09868], [-3.94128, -0.08867, -0.02911], [-2.85813, -1.49732, -0.07500], [-2.86822, -0.34760, -1.43781], [-2.77678, 1.20559, 2.63402], [-1.13092, 0.61815, 3.00351], [-2.40165, -0.53758, 2.58970], [-4.06781, 2.32057, -0.17947], [-4.27993, 4.61232, -1.03500], [-2.27673, 5.98794, -1.44881], [-0.02992, 5.09524, -0.98170], [2.24607, 3.41311, -1.64632], [3.27462, 2.91370, -0.28546], [2.30139, 4.40292, -0.15009], [0.83875, 3.92009, 2.15067], [1.96362, 2.57742, 2.50402], [0.21141, 2.33575, 2.65964], [2.27928, 0.26622, 3.26810], [2.23951, -0.53131, 2.11469], [2.74876, -1.83119, 2.29252], [0.77858, -0.64433, 1.64311], [2.81309, 0.14130, 0.94304], [-0.29075, -2.09544, -0.38605], [0.93074, -2.94592, -0.53366], [1.03021, -4.21399, 0.71093], [1.09031, -5.52797, -0.08525], [0.32480, -5.29573, -1.39580], [0.84274, -3.98321, -1.97388], [0.12117, -4.10771, 1.30567], [1.89731, -3.98360, 1.32982], [0.65226, -6.33324, 0.49936], [2.12839, -5.78982, -0.28896], [-0.74872, -5.23423, -1.20591], [0.48987, -6.09589, -2.11453], [0.23616, -3.47099, -2.71793], [1.87897, -4.04328, -2.32045]],
  "mulliken_charge": [1.912, -0.446, 0.563, -0.584, -0.695, -0.643, -1.285, 0.712, -1.237, 0.309, -0.807, -0.757, -0.683, -0.691, 0.220, 1.041, -1.395, -1.114, 0.554, 0.405, 0.380, 0.477, 0.334, 0.484, 0.397, 0.435, 0.436, 0.451, 0.380, 0.442, 0.550, 0.508, 0.471, 0.278, -0.558, 1.874, -0.610, -0.663, -0.547, -0.647, 1.314, -0.653, -0.683, -0.613, -0.848, 0.442, 0.413, 0.376, 0.339, 0.300, 0.412, 0.501, 0.446],
  "lumo_ev": -7.830,
  "gap_ev": 7.28,
  "total_energy_ev": -192691.13619,
  "total_charge": 2
}

***

Record 2
{
  "formula": "C14H24B2F4N5O5S2Zn",
  "method": "the ωB97M-V functional and the def2-TZVPD basis",
  "symbols": ["Zn", "C", "C", "N", "O", "B", "F", "F", "O", "N", "C", "C", "C", "N", "O", "B", "F", "F", "O", "N", "C", "C", "C", "H", "H", "H", "H", "H", "H", "H", "H", "H", "H", "H", "H", "C", "C", "C", "O", "H", "H", "H", "H", "H", "H", "H", "S", "C", "N", "C", "C", "S", "H", "H", "H", "H", "H"],
  "coordinates": [[0.79263, -1.67082, 0.44971], [-2.73378, 0.88311, -0.46144], [-1.31794, 0.42572, -0.36468], [-0.91937, -0.44427, 0.47888], [-1.86377, -0.90156, 1.35105], [-1.38980, -1.60014, 2.60050], [-0.98124, -2.91856, 2.25248], [-2.43998, -1.58988, 3.45640], [-0.22022, -0.94241, 3.22862], [0.87833, -1.03557, 2.46368], [1.94693, -0.49528, 2.90636], [2.07291, 0.11612, 4.26062], [3.04475, -0.40949, 1.90017], [2.74023, -0.78378, 0.71363], [3.75264, -0.54200, -0.19832], [3.55879, -1.00283, -1.49537], [2.83689, -2.09032, -1.72037], [4.36205, -0.51472, -2.41259], [1.84795, 0.33216, -1.92246], [0.86620, -0.04680, -1.36546], [-0.23722, 1.01719, -1.27367], [-0.72306, 1.22365, -2.70139], [4.37711, 0.16342, 2.24094], [-3.26171, 0.68142, 0.46538], [-3.22642, 0.33446, -1.27016], [-2.79678, 1.94102, -0.69985], [1.21982, -0.16380, 4.86932], [2.10577, 1.20568, 4.18838], [2.98900, -0.21577, 4.74877], [0.10163, 1.54978, -3.32958], [-1.52451, 1.95648, -2.74650], [-1.10656, 0.27467, -3.08315], [4.36760, 0.65621, 3.20774], [4.69307, 0.86272, 1.47002], [5.11744, -0.63965, 2.26250], [0.95504, 3.87168, -2.22554], [0.29690, 3.47915, -0.91418], [-1.10772, 4.02686, -0.76543], [0.40529, 2.05668, -0.61975], [1.16585, 4.94112, -2.20544], [0.31334, 3.68505, -3.08593], [1.89895, 3.34333, -2.35769], [0.90076, 3.87957, -0.10041], [-1.74504, 3.76758, -1.61276], [-1.05256, 5.11524, -0.73163], [-1.56992, 3.68697, 0.16135], [0.48550, -3.70915, -0.57391], [-1.19719, -3.48868, -0.88327], [-2.15280, -3.72771, -0.02957], [-3.49832, -3.29762, -0.41388], [-3.50635, -3.31274, -1.93923], [-1.77984, -2.96178, -2.41841], [-1.89801, -3.85433, 0.94964], [-3.65823, -2.29526, -0.01033], [-4.24144, -3.97381, 0.00172], [-4.16936, -2.55996, -2.35611], [-3.77426, -4.28833, -2.33941]],
  "mulliken_charge": [0.240, -1.501, -0.748, 0.809, -0.417, 1.015, -0.531, -0.329, -0.510, -0.009, 0.411, -1.705, 0.688, 0.209, -0.530, 0.863, -0.177, -0.210, -0.539, 0.405, 1.764, -1.850, -1.411, 0.481, 0.161, 0.373, 0.375, 0.370, 0.481, 0.492, 0.317, 0.468, 0.433, 0.349, 0.326, -1.382, 0.566, -1.429, -0.402, 0.480, 0.297, 0.308, 0.328, 0.237, 0.519, 0.340, -0.308, 0.354, -0.087, -0.506, -0.597, -0.040, 0.344, 0.134, 0.458, 0.407, 0.420],
  "lumo_ev": -4.349,
  "gap_ev": 7.95,
  "total_energy_ev": -114906.53180,
  "total_charge": 1
}

***

Record 3
{
  "formula": "C14H24BKO8S2",
  "method": "the ωB97M-V functional and the def2-TZVPD basis",
  "symbols": ["K", "B", "H", "H", "H", "H", "C", "C", "C", "O", "C", "C", "C", "O", "O", "O", "H", "H", "C", "S", "O", "C", "H", "H", "H", "H", "H", "H", "C", "S", "O", "C", "H", "H", "H", "H", "H", "H", "O", "C", "O", "C", "C", "C", "H", "H", "H", "H", "H", "H"],
  "coordinates": [[-0.08475, -1.21227, -0.16069], [-0.85146, -3.50532, 1.59326], [-0.58869, -4.63851, 1.23393], [-1.67650, -3.00381, 0.89053], [-1.20528, -3.50897, 2.74616], [0.09239, -2.80705, 1.46553], [4.34136, 1.04770, 2.35159], [4.16145, 2.06922, 1.40389], [2.73633, 2.40511, 0.95206], [2.51424, 3.43376, 0.27395], [1.66698, 1.57318, 1.34061], [1.87010, 0.44734, 2.19672], [3.25879, 0.28398, 2.87848], [3.38220, -0.54850, 3.78474], [1.01970, -0.45615, 2.29383], [5.08994, 2.80239, 1.01109], [5.28775, 0.95066, 2.87078], [0.63904, 1.84647, 1.15452], [3.09871, 0.97014, -2.15958], [2.59444, -0.59506, -2.89153], [1.97478, -1.27944, -1.71921], [1.27771, 0.04657, -3.92121], [2.21198, 1.51494, -1.83764], [3.63723, 1.59242, -2.88029], [3.75921, 0.78648, -1.31483], [0.66817, 0.79845, -3.42490], [0.65096, -0.73919, -4.33826], [1.72242, 0.50264, -4.81511], [-2.89438, -2.85104, -1.77115], [-1.89790, -2.05351, -3.04124], [-1.41214, -0.79612, -2.40797], [-0.63272, -3.34647, -3.10856], [-2.33642, -3.32030, -0.95829], [-3.54773, -3.55762, -2.29443], [-3.57076, -2.08755, -1.38676], [-1.19378, -4.27741, -3.20596], [0.05375, -3.37341, -2.26409], [-0.07843, -3.22623, -4.04044], [-2.22687, 0.32990, 0.43447], [-2.65449, 1.24102, 1.07055], [-3.99619, 1.42754, 1.26568], [-4.19878, 2.38459, 2.29648], [-2.93440, 3.24017, 2.32031], [-1.86335, 2.25226, 1.86370], [-4.37879, 1.87164, 3.24995], [-5.10603, 2.97727, 2.16757], [-2.74594, 3.74619, 3.26535], [-3.15182, 4.03553, 1.60042], [-1.33662, 1.80285, 2.70388], [-1.14538, 2.80351, 1.26209]],
  "mulliken_charge": [0.541, 1.065, -0.344, -0.500, -0.299, -0.474, -0.962, 0.520, 0.319, -0.845, 0.601, 0.247, 0.437, -0.765, -0.777, -0.786, 0.355, -0.286, -0.760, 0.309, -0.611, -0.804, 0.174, 0.419, 0.239, 0.227, 0.209, 0.398, -0.808, 0.344, -0.489, -0.957, 0.226, 0.406, 0.277, 0.414, 0.293, 0.357, -0.214, 0.302, -0.414, -0.454, -0.626, -0.284, 0.225, 0.346, 0.372, 0.245, 0.323, 0.267],
  "lumo_ev": 3.483,
  "gap_ev": 3.80,
  "total_energy_ev": -69957.31830,
  "total_charge": -2
}

***

Record 4
{
  "formula": "C14H24BN2O2",
  "method": "the ωB97M-V functional and the def2-TZVPD basis",
  "symbols": ["C", "C", "O", "B", "O", "C", "N", "C", "C", "N", "C", "C", "C", "C", "C", "C", "C", "C", "C", "H", "H", "H", "H", "H", "H", "H", "H", "H", "H", "H", "H", "H", "H", "H", "H", "H", "H", "H", "H", "H", "H", "H", "H"],
  "coordinates": [[1.15191, -1.28014, -2.77502], [0.18403, -2.05556, -1.89104], [0.88573, -2.65468, -0.76851], [-0.01539, -2.83334, 0.24935], [-1.03534, -3.76506, 0.11114], [0.02837, -1.99886, 1.64006], [1.29703, -2.39806, 2.39217], [2.30898, -1.30178, 2.53634], [2.36259, -0.31132, 1.36010], [1.06822, 0.05486, 0.77741], [-0.08495, -0.46349, 1.48247], [-1.46350, -0.06183, 0.90580], [-1.53917, 1.31371, 0.26512], [-2.39714, 2.23038, 0.82044], [-2.53949, 3.47916, 0.26177], [-1.82227, 3.88164, -0.83339], [-0.95288, 2.96537, -1.40014], [-0.14581, 3.38975, -2.60989], [-0.84235, 1.71412, -0.86207], [1.75366, -0.58774, -2.17498], [1.83075, -1.95431, -3.30394], [0.59497, -0.70296, -3.51901], [-0.38648, -2.78701, -2.46930], [-0.54852, -1.31339, -1.53110], [-1.86446, -3.26179, 0.16368], [-0.81626, -2.32333, 2.26065], [1.70395, -3.21036, 1.92747], [1.05783, -2.71548, 3.33273], [2.21115, -0.78649, 3.49375], [3.28789, -1.78933, 2.58326], [2.89204, 0.60593, 1.63934], [2.96675, -0.77999, 0.57098], [1.02230, -0.10085, -0.21703], [-0.04384, -0.02521, 2.49325], [-2.14606, -0.04020, 1.76199], [-1.88374, -0.79694, 0.20309], [-2.99769, 2.01717, 1.70110], [-3.24552, 4.18273, 0.69634], [-1.93270, 4.87653, -1.25050], [0.49587, 4.22273, -2.29355], [-0.76823, 3.74749, -3.43211], [0.53916, 2.60152, -2.93647], [-0.17136, 1.01641, -1.36173]],
  "mulliken_charge": [-1.320, 0.395, -0.469, 0.375, -0.544, -0.405, 0.026, -0.726, -0.650, -0.032, 0.344, -0.912, 0.768, -0.843, -0.748, -0.568, 0.275, -1.567, 0.516, 0.261, 0.367, 0.373, 0.452, -0.144, 0.364, 0.158, 0.460, 0.400, 0.315, 0.396, 0.442, 0.359, -0.418, 0.552, 0.491, 0.185, 0.322, 0.370, 0.462, 0.341, 0.377, 0.297, -0.097],
  "lumo_ev": -3.277,
  "smiles": "CCOB(O)[C@H]1[NH2+]CCN[C@H]1Cc1cccc(C)c1",
  "gap_ev": 8.27,
  "total_energy_ev": -22654.13942,
  "total_charge": 1
}

***

Record 5
{
  "formula": "C14H24BrLuN3OP2",
  "method": "the ωB97M-V functional and the def2-TZVPD basis",
  "symbols": ["Lu", "P", "P", "N", "N", "H", "H", "H", "C", "H", "C", "H", "H", "C", "C", "H", "C", "H", "H", "H", "H", "H", "O", "C", "C", "C", "H", "H", "H", "H", "H", "H", "H", "C", "H", "Br", "C", "C", "C", "C", "N", "C", "H", "H", "H", "H"],
  "coordinates": [[0.70415, 0.23101, 0.42252], [1.32644, 2.97216, 0.66262], [2.52090, -1.82459, 0.84318], [-1.20927, 1.01443, -0.44449], [-0.47051, -1.53827, -0.31975], [-2.86166, 0.41200, -1.68288], [-2.47757, -2.08448, -0.79935], [-3.00156, -0.02723, 0.06457], [-2.30585, 0.05769, -0.79108], [-1.55825, -1.42266, -2.17552], [-1.71791, -1.33065, -1.07912], [-2.00975, 2.63449, -1.44167], [-0.41034, -3.54577, -0.88739], [-1.17132, 2.23293, -0.84478], [0.13138, -2.72831, -0.37881], [-0.58498, 4.15125, -0.20423], [-0.08667, 3.24758, -0.59150], [0.43473, 3.44880, -1.54547], [3.61723, -2.08494, -0.02647], [2.99912, -2.58983, 1.94635], [2.34043, 3.53742, -0.17092], [1.09328, 4.14282, 1.42647], [1.56057, 0.41622, -1.39811], [1.21486, 0.17997, -2.74355], [1.52003, 1.37515, -3.62072], [1.87350, -1.08587, -3.25584], [0.11587, 0.02500, -2.79889], [0.91106, 2.23591, -3.33568], [2.57154, 1.65921, -3.52698], [1.31867, 1.14058, -4.66938], [1.62592, -1.94582, -2.63105], [1.56002, -1.29842, -4.28263], [2.96087, -0.96589, -3.24019], [1.38905, -3.04707, 0.14565], [1.70123, -4.09474, 0.09130], [-1.41209, -3.15888, 5.20701], [-1.36093, -1.45702, 4.35939], [-1.98536, -0.35842, 4.96088], [-1.94466, 0.86529, 4.28677], [-1.26023, 0.96233, 3.07096], [-0.59109, -0.08088, 2.53512], [-0.70047, -1.29769, 3.12902], [-2.48466, -0.48061, 5.91278], [-2.42799, 1.75086, 4.69492], [-1.22559, 1.89451, 2.50389], [-0.23209, -2.13956, 2.62302]],
  "mulliken_charge": [0.681, -0.125, -0.167, 0.238, 0.248, 0.442, 0.511, 0.357, -0.767, 0.426, -0.852, 0.416, 0.395, -0.010, 0.031, 0.586, -0.957, 0.359, 0.192, 0.198, 0.180, 0.189, -0.644, 1.181, -1.479, -1.304, -0.172, 0.260, 0.355, 0.402, 0.252, 0.387, 0.347, -0.546, 0.400, -0.117, -0.395, -0.051, -0.837, -0.034, -0.211, 0.011, 0.491, 0.412, 0.337, 0.386],
  "lumo_ev": [-6.136, -8.667],
  "gap_ev": [8.99, 6.46],
  "total_energy_ev": -143651.66906,
  "total_charge": 2,
  "multiplicity": 2
}